[1]
C18H49BrFN15O31S | ωB97M-V/def2-TZVPD

Values from the calculation:
M = 1102.63 g/mol
HOMO level = -10.34 eV
E_tot = -188840.7339 eV
LUMO level = -0.7071 eV

Structure (ORCA input):
```
! wB97M-V def2-TZVPD RIJCOSX def2/J DEFGRID3
* xyz 0 1
C 6.531 -0.757 0.075
C 5.194 -1.166 -0.567
N 4.037 -0.497 0.112
C 2.881 -1.328 0.428
C 2.162 -1.910 -0.781
O 2.627 -2.628 -1.578
Br 0.297 -1.355 -0.835
S 3.502 0.885 -0.567
O 2.909 0.682 -1.854
O 2.805 1.658 0.408
F 4.890 1.579 -0.823
H 6.984 0.092 -0.441
H 7.221 -1.599 0.100
H 6.340 -0.438 1.105
H 5.051 -2.237 -0.413
H 5.185 -0.959 -1.639
H 3.228 -2.177 1.034
H 2.179 -0.762 1.044
C 0.405 2.808 -1.539
N -0.966 3.386 -1.509
O -1.149 4.409 -0.888
O -1.826 2.777 -2.118
H 1.060 3.445 -0.957
H 0.348 1.810 -1.113
H 0.715 2.764 -2.578
C -4.450 -0.182 -0.698
N -3.198 -0.845 -0.254
O -3.198 -2.007 0.102
O -2.205 -0.145 -0.277
H -5.280 -0.877 -0.629
H -4.594 0.668 -0.043
H -4.285 0.151 -1.717
C -4.472 3.913 -0.481
N -5.632 3.530 -1.337
O -6.269 4.405 -1.883
O -5.867 2.339 -1.438
H -4.378 4.991 -0.475
H -4.673 3.533 0.515
H -3.588 3.439 -0.901
C 6.402 -2.431 -4.836
N 7.441 -1.679 -4.080
O 7.222 -1.432 -2.906
O 8.438 -1.345 -4.676
H 5.596 -2.669 -4.152
H 6.061 -1.788 -5.642
H 6.871 -3.330 -5.224
C -5.080 -3.762 3.195
N -5.512 -2.382 2.844
O -4.753 -1.469 3.101
O -6.596 -2.260 2.315
H -4.094 -3.706 3.642
H -5.816 -4.163 3.886
H -5.059 -4.342 2.276
C 0.555 0.257 -4.270
N -0.042 -0.446 -5.438
O 0.667 -0.665 -6.396
O -1.212 -0.761 -5.346
H 1.595 0.467 -4.488
H -0.023 1.164 -4.113
H 0.446 -0.406 -3.416
C -1.301 -2.395 5.401
N -0.790 -2.968 4.125
O -1.526 -3.686 3.484
O 0.345 -2.673 3.804
H -2.316 -2.742 5.548
H -0.641 -2.734 6.193
H -1.259 -1.314 5.306
C -1.319 6.669 1.973
N -2.620 5.950 1.946
O -3.630 6.576 2.184
O -2.597 4.759 1.686
H -1.514 7.705 2.221
H -0.697 6.199 2.723
H -0.869 6.565 0.991
C 7.188 1.985 -5.402
N 6.313 1.288 -6.386
O 5.441 1.924 -6.932
O 6.549 0.109 -6.573
H 6.870 3.018 -5.338
H 7.081 1.471 -4.450
H 8.209 1.896 -5.760
C -0.653 -6.449 2.042
N -0.063 -7.656 2.682
O 0.624 -8.390 2.006
O -0.303 -7.816 3.864
H -0.351 -6.427 1.002
H -1.733 -6.520 2.136
H -0.282 -5.587 2.585
C -8.480 6.409 -0.708
N -8.647 7.685 0.043
O -7.716 8.073 0.716
O -9.713 8.253 -0.072
H -7.490 6.022 -0.513
H -9.254 5.730 -0.364
H -8.615 6.633 -1.762
C 2.030 4.294 4.712
N 1.439 5.467 4.011
O 1.705 5.626 2.839
O 0.716 6.193 4.665
H 2.641 3.748 4.003
H 2.619 4.678 5.540
H 1.205 3.692 5.080
C 3.208 -4.475 4.575
N 4.273 -3.886 3.718
O 5.285 -3.490 4.251
O 4.041 -3.824 2.524
H 3.541 -4.452 5.606
H 2.326 -3.861 4.423
H 3.035 -5.493 4.236
C -3.961 -4.615 -1.925
N -3.376 -5.824 -1.284
O -2.686 -6.553 -1.961
O -3.625 -5.999 -0.105
H -3.651 -4.596 -2.962
H -5.041 -4.689 -1.835
H -3.591 -3.753 -1.378
*
```

Results of the Mulliken charge analysis, in e, for atoms 1 through 99:
1 C -1.44
2 C -0.48
3 N 0.37
4 C -0.96
5 C 0.83
6 O -0.54
7 Br -0.20
8 S 1.20
9 O -0.50
10 O -0.65
11 F -0.27
12 H 0.26
13 H 0.37
14 H 0.42
15 H 0.52
16 H 0.49
17 H -0.05
18 H 0.71
19 C -0.80
20 N 0.97
21 O -0.48
22 O -0.60
23 H 0.38
24 H 0.20
25 H 0.31
26 C -0.79
27 N 0.81
28 O -0.44
29 O -0.55
30 H 0.32
31 H 0.26
32 H 0.33
33 C -0.42
34 N 0.98
35 O -0.58
36 O -0.59
37 H 0.37
38 H 0.32
39 H -0.06
40 C -0.69
41 N 0.90
42 O -0.52
43 O -0.51
44 H 0.24
45 H 0.29
46 H 0.31
47 C -0.45
48 N 0.94
49 O -0.52
50 O -0.55
51 H 0.02
52 H 0.32
53 H 0.25
54 C -0.40
55 N 0.96
56 O -0.57
57 O -0.57
58 H 0.28
59 H 0.23
60 H 0.03
61 C -0.86
62 N 0.88
63 O -0.42
64 O -0.56
65 H 0.27
66 H 0.33
67 H 0.34
68 C -0.51
69 N 0.91
70 O -0.55
71 O -0.50
72 H 0.30
73 H 0.09
74 H 0.29
75 C -0.65
76 N 0.89
77 O -0.53
78 O -0.55
79 H 0.32
80 H 0.21
81 H 0.28
82 C -0.48
83 N 0.93
84 O -0.54
85 O -0.56
86 H 0.29
87 H 0.28
88 H 0.06
89 C -0.51
90 N 0.89
91 O -0.52
92 O -0.56
93 H 0.14
94 H 0.28
95 H 0.27
96 C -0.74
97 N 0.83
98 O -0.47
99 O -0.51

---

[2]
C4H10O3 | ωB97M-V/def2-TZVPD

Values from the calculation:
ΔE to the lowest compared entry with this formula, charge and spin = 128.9 kJ/mol
M = 106.12 g/mol
HOMO level = 0.27 eV
E_tot = -10448.6988 eV
LUMO level = 6.9077 eV

Structure (ORCA input):
```
! wB97M-V def2-TZVPD RIJCOSX def2/J DEFGRID3
* xyz -2 1
C -1.894 1.895 0.764
O -3.040 2.478 0.327
C -1.487 0.616 0.021
C 0.060 0.145 0.077
C 0.419 -1.279 -0.151
O 1.700 -1.600 0.324
H -1.862 1.640 1.914
H -1.041 2.733 0.750
H -2.040 -0.174 0.421
H -1.722 0.744 -1.060
H 0.471 0.392 1.252
H 0.806 0.988 -0.462
H -0.229 -1.888 0.478
H 0.313 -1.602 -1.254
H 2.336 -1.657 -0.445
H 4.005 -1.667 -1.206
O 3.206 -1.764 -1.747
*
```

Charge distribution, natural (NBO) scheme, values in e:
1 C 0.01
2 O -0.98
3 C -0.44
4 C -0.39
5 C -0.08
6 O -0.81
7 H 0.04
8 H 0.05
9 H 0.17
10 H 0.18
11 H 0.16
12 H 0.19
13 H 0.13
14 H 0.15
15 H 0.51
16 H 0.39
17 O -1.29

---

[3]
C29H51N9O4P2S | ωB97M-V/def2-TZVPD

Values from the calculation:
M = 683.80 g/mol
HOMO level = -8.23 eV
E_tot = -81910.5074 eV
LUMO level = -0.2916 eV

Structure (ORCA input):
```
! wB97M-V def2-TZVPD RIJCOSX def2/J DEFGRID3
* xyz 0 1
C 0.142 -3.905 8.937
C 0.506 -4.185 7.499
C 1.504 -5.078 7.120
C 1.752 -5.247 5.767
C 1.074 -4.550 4.782
C 0.083 -3.637 5.144
C -0.679 -2.824 4.093
C -0.139 -1.417 3.937
C 0.803 -1.149 2.869
C 1.364 0.053 2.617
C 2.369 0.337 1.529
C 2.079 -0.384 0.185
O 2.974 -1.482 0.004
C 0.954 1.138 3.461
N 1.345 2.397 3.421
S 0.622 3.233 4.596
N -0.256 2.022 5.229
C 0.009 0.928 4.554
C -0.498 -0.400 4.757
N -1.427 -0.584 5.872
C -0.835 -0.330 6.920
O -0.253 -0.398 7.911
C -0.182 -3.501 6.501
H 0.401 -4.724 9.615
H 0.591 -2.986 9.324
H -0.945 -3.784 8.994
H 2.044 -5.624 7.887
H 2.530 -5.939 5.453
H 1.294 -4.715 3.730
H -1.730 -2.831 4.394
H -0.580 -3.374 3.153
H 1.061 -1.993 2.231
H 2.349 1.414 1.334
H 3.404 0.131 1.828
H 2.228 0.337 -0.623
H 1.024 -0.690 0.178
H 3.074 -1.885 0.872
H -0.974 -2.822 6.798
O 2.329 1.660 -3.254
P 2.282 2.150 -4.685
N 3.039 0.801 -5.455
C 4.470 0.565 -5.478
C 2.283 -0.437 -5.343
N 3.256 3.543 -4.484
C 4.460 3.849 -5.221
C 3.356 4.083 -3.131
N 1.780 2.806 -6.264
C 0.371 3.244 -6.229
C 2.058 2.195 -7.555
H 4.704 -0.185 -6.238
H 4.855 0.226 -4.507
H 5.025 1.451 -5.778
H 1.315 -0.331 -5.852
H 2.090 -0.710 -4.299
H 2.805 -1.265 -5.821
H 5.332 3.324 -4.812
H 4.672 4.921 -5.173
H 4.369 3.617 -6.283
H 4.081 3.532 -2.520
H 2.394 4.051 -2.627
H 3.660 5.132 -3.165
H -0.316 2.391 -6.216
H 0.131 3.874 -7.087
H 0.188 3.840 -5.330
H 1.549 1.236 -7.699
H 3.125 2.057 -7.709
H 1.719 2.873 -8.344
O -2.193 -0.301 0.963
P -3.486 -0.220 0.184
N -2.872 -0.583 -1.392
C -2.180 0.367 -2.243
C -2.322 -1.924 -1.512
N -3.832 1.426 0.493
C -4.052 2.450 -0.503
C -3.209 2.015 1.676
N -5.161 -0.401 -0.395
C -5.961 -1.206 0.548
C -5.548 -0.738 -1.757
H -2.138 -0.021 -3.265
H -1.160 0.579 -1.896
H -2.718 1.309 -2.324
H -3.111 -2.669 -1.342
H -1.519 -2.107 -0.788
H -1.926 -2.102 -2.512
H -3.106 2.843 -0.896
H -4.601 3.290 -0.070
H -4.664 2.098 -1.334
H -2.167 2.306 1.491
H -3.224 1.320 2.512
H -3.763 2.901 1.994
H -5.691 -2.266 0.504
H -7.029 -1.108 0.346
H -5.793 -0.856 1.572
H -5.249 -1.748 -2.056
H -5.149 -0.024 -2.473
H -6.638 -0.677 -1.837
*
```

Charge distribution, Mulliken scheme, values in e:
1 C -1.40
2 C 0.63
3 C -0.74
4 C -0.52
5 C -0.82
6 C 0.52
7 C -1.90
8 C 0.00
9 C -0.27
10 C 0.10
11 C -1.44
12 C 0.28
13 O -0.57
14 C 0.82
15 N -0.72
16 S 0.11
17 N -0.74
18 C 0.81
19 C 1.20
20 N -0.68
21 C 0.44
22 O -0.42
23 C -0.04
24 H 0.42
25 H 0.25
26 H 0.35
27 H 0.41
28 H 0.35
29 H 0.38
30 H 0.49
31 H 0.63
32 H 0.30
33 H 0.41
34 H 0.49
35 H 0.13
36 H -0.07
37 H 0.35
38 H 0.44
39 O -0.71
40 P 0.56
41 N 0.28
42 C -1.06
43 C -1.07
44 N 0.21
45 C -1.07
46 C -0.94
47 N 0.06
48 C -1.10
49 C -0.94
50 H 0.41
51 H 0.25
52 H 0.31
53 H 0.30
54 H 0.22
55 H 0.36
56 H 0.37
57 H 0.39
58 H 0.24
59 H 0.29
60 H 0.26
61 H 0.35
62 H 0.34
63 H 0.39
64 H 0.34
65 H 0.28
66 H 0.27
67 H 0.41
68 O -0.46
69 P 0.31
70 N 0.38
71 C -1.12
72 C -1.11
73 N 0.25
74 C -1.05
75 C -0.99
76 N 0.06
77 C -1.09
78 C -0.91
79 H 0.42
80 H 0.29
81 H 0.26
82 H 0.31
83 H 0.15
84 H 0.42
85 H 0.37
86 H 0.38
87 H 0.25
88 H 0.30
89 H 0.23
90 H 0.41
91 H 0.34
92 H 0.38
93 H 0.34
94 H 0.28
95 H 0.25
96 H 0.41

---

- E_tot of number 1 (C18H49BrFN15O31S)?
  -188840.7339 eV